Arrangement w

C3H9N3S | ωB97M-V/def2-TZVPD

ORCA input file:
```
! wB97M-V def2-TZVPD RIJCOSX def2/J DEFGRID3
* xyz 0 1
C 2.18 -0.72 -0.11
C 0.17 0.50 0.82
C -1.24 0.90 0.19
H 2.13 -1.46 0.78
H 2.66 -1.27 -0.86
H 3.04 -0.04 0.08
H 0.84 0.54 -1.17
H 0.11 -0.27 1.64
H 0.60 1.42 1.24
H -2.26 2.21 -0.59
H -2.99 0.02 -0.53
H -1.03 -1.90 -1.13
N 0.88 -0.05 -0.31
N -1.32 2.18 -0.23
N -2.15 -0.19 0.08
S -1.62 -1.87 0.09
*
```

Its SMILES is [H]/N=C(/CNC)NS. Its HOMO energy is -8.56 eV.

Arrangement x

C3H9N3S | ωB97M-V/def2-TZVPD

ORCA input file:
```
! wB97M-V def2-TZVPD RIJCOSX def2/J DEFGRID3
* xyz 0 1
C 1.26 1.66 -1.43
C -0.24 1.46 -1.34
C 0.03 -0.46 0.64
H 1.82 0.76 -1.18
H 1.49 1.95 -2.47
H 1.58 2.47 -0.76
H -0.56 0.56 -1.86
H -0.74 2.38 -1.66
H 1.71 0.19 1.34
H -1.42 -1.37 -0.50
H 0.81 -2.80 0.42
H -0.52 -3.34 1.15
N 1.20 -0.68 1.11
N -0.73 -1.54 0.24
N -0.22 -2.85 0.29
S -0.77 1.17 0.43
*
```

Its SMILES is [H]/N=C(/NN)SCC. Its HOMO energy is -8.87 eV.

Arrangement y

C3H9N3S | ωB97M-V/def2-TZVPD

ORCA input file:
```
! wB97M-V def2-TZVPD RIJCOSX def2/J DEFGRID3
* xyz 0 1
C 0.32 -0.09 1.84
C 1.00 0.73 0.74
C -0.06 -0.26 -1.74
H -1.52 -0.81 2.15
H -0.80 -1.44 0.78
H 0.15 0.57 2.70
H 0.97 -0.91 2.20
H 0.29 1.49 0.42
H 1.91 1.18 1.10
H -1.42 0.91 -2.46
H -0.07 1.81 -1.98
H 0.01 -2.14 -2.21
N -0.95 -0.57 1.32
N -0.66 1.01 -1.81
N -0.57 -1.25 -2.31
S 1.41 -0.24 -0.74
*
```

Its SMILES is [H]/N=C(/N)SCCN. Its HOMO energy is -8.92 eV.

It is arrangement y that is the most stable of them.

Arrangement w

H8O4Rb | ωB97M-V/def2-TZVPD

ORCA input file:
```
! wB97M-V def2-TZVPD RIJCOSX def2/J DEFGRID3
* xyz 1 1
Rb -0.13 -0.67 -0.08
O -0.57 1.02 -1.20
H -0.55 0.95 -2.15
H -1.12 1.78 -1.02
O 1.91 -0.96 -0.64
H 2.12 -0.37 -1.37
H 2.48 -0.68 0.07
O 0.99 -0.31 1.59
H 1.83 0.10 1.37
H 0.67 0.19 2.34
O -2.20 -0.50 0.29
H -2.45 0.07 1.02
H -3.00 -0.61 -0.22
*
```

Its HOMO energy is -14.51 eV.

Arrangement x

H8O4Rb | ωB97M-V/def2-TZVPD

ORCA input file:
```
! wB97M-V def2-TZVPD RIJCOSX def2/J DEFGRID3
* xyz 1 1
Rb -5.57 1.10 22.12
O -7.48 2.82 23.55
H -7.70 3.15 24.43
H -8.34 2.60 23.15
O -6.99 -1.35 21.47
H -7.25 -1.82 20.67
H -6.32 -1.90 21.89
O -4.37 2.31 19.78
H -3.67 2.92 19.52
H -4.93 2.25 18.99
O -3.09 2.60 22.61
H -2.66 2.14 21.87
H -2.38 3.05 23.08
*
```

Its HOMO energy is -15.44 eV.

It is arrangement x that is the most stable of them.

Arrangement w

C8H10O2 | ωB97M-V/def2-TZVPD

ORCA input file:
```
! wB97M-V def2-TZVPD RIJCOSX def2/J DEFGRID3
* xyz 0 1
C 1.58 1.33 -0.42
C 0.91 1.52 0.82
C 0.66 0.26 1.43
C 1.08 -1.03 1.03
C 1.62 -1.20 -0.24
C 2.01 0.09 -0.89
C -2.45 0.16 -0.22
C -1.53 -0.48 -1.24
H 2.04 2.39 -0.77
H 0.38 2.43 1.16
H 0.36 0.32 2.44
H 0.84 -2.05 1.45
H 1.97 -2.07 -0.67
H 2.85 -0.08 -1.65
H -3.04 -0.40 1.38
H -1.48 0.44 -1.86
H -0.63 -0.71 -0.78
H -1.93 -1.41 -1.62
O -2.69 1.32 -0.10
O -2.55 -0.82 0.74
*
```

Its SMILES is c1ccccc1.CC(=O)O. Its HOMO energy is -9.22 eV.

Arrangement x

C8H10O2 | ωB97M-V/def2-TZVPD

ORCA input file:
```
! wB97M-V def2-TZVPD RIJCOSX def2/J DEFGRID3
* xyz 0 1
C -1.56 -1.16 0.84
C -0.21 -0.44 0.90
C 0.78 -1.09 0.03
C 1.56 -1.62 -0.74
C 2.36 -2.29 -1.64
C 3.08 -2.91 -2.40
C -0.35 1.07 0.59
C -1.17 1.48 -0.62
O -1.21 2.79 -0.77
H -2.32 -0.57 1.38
H -1.49 -2.15 1.30
H -1.90 -1.27 -0.20
H 0.18 -0.51 1.93
H 3.80 -3.38 -3.05
H -0.96 1.43 1.44
H 0.17 1.10 -0.79
H -2.04 0.86 -0.89
O 0.77 2.60 0.89
H -0.13 3.26 -0.03
H 0.66 2.80 1.82
*
```

Its HOMO energy (spin up / spin down) is -8.19 / -8.19 eV.

Arrangement y

C8H10O2 | ωB97M-V/def2-TZVPD

ORCA input file:
```
! wB97M-V def2-TZVPD RIJCOSX def2/J DEFGRID3
* xyz 0 1
C 0.77 2.44 -0.38
C 1.59 2.21 -1.60
C -0.28 -2.01 -0.65
C -1.63 -2.06 -0.33
C -2.08 -1.51 0.87
C -1.20 -0.91 1.76
C 0.17 -0.89 1.45
C 0.62 -1.42 0.24
H -0.05 1.57 0.78
H 1.77 3.17 -2.03
H 2.68 1.87 -1.22
H 1.03 1.57 -2.34
H 0.09 -2.43 -1.57
H -2.34 -2.53 -0.99
H -3.14 -1.53 1.09
H -1.56 -0.42 2.66
H 0.89 -0.41 2.12
H 1.68 -1.44 -0.01
O 0.39 3.50 -0.01
O 0.60 1.23 0.16
*
```

Its SMILES is c1ccccc1.CC(=O)O. Its HOMO energy is -9.23 eV.

It is arrangement y that is the most stable of them.

Arrangement w

C2H3Cl3OSi | ωB97M-V/def2-TZVPD

ORCA input file:
```
! wB97M-V def2-TZVPD RIJCOSX def2/J DEFGRID3
* xyz 0 1
C 2.94 0.76 -0.61
C 1.79 0.33 -1.02
O 3.88 1.12 -0.03
Si -2.14 -0.44 0.81
Cl -2.87 0.99 -0.42
Cl -1.73 -2.22 -0.14
Cl -3.36 -0.83 2.24
H 0.90 0.78 -1.46
H -1.19 0.29 1.50
H 1.79 -0.78 -0.87
*
```

Its SMILES is Cl[SiH](Cl)Cl.C=C=O. Its HOMO energy is -9.48 eV.

Arrangement x

C2H3Cl3OSi | ωB97M-V/def2-TZVPD

ORCA input file:
```
! wB97M-V def2-TZVPD RIJCOSX def2/J DEFGRID3
* xyz 0 1
C 1.68 0.09 -0.46
C 0.79 0.05 0.70
O 1.37 1.23 0.31
Si -1.77 -0.11 -0.02
Cl -1.90 -1.93 -0.89
Cl -2.75 -0.11 1.75
Cl -2.40 1.34 -1.22
H 2.70 -0.25 -0.39
H 1.25 0.07 -1.45
H 1.03 -0.37 1.66
*
```

Its HOMO energy is -8.74 eV.

It is arrangement w that is the most stable of them.